Record 1
H80O40 | the ωB97M-V functional and the def2-TZVPD basis

Properties
- HOMO level (eV) = -10.7
- LUMO level (eV) = -0.71
- total charge = 0

The geometry in XYZ format:
```
120
H80O40 the ωB97M-V functional and the def2-TZVPD basis
H -0.21 3.76 1.69
H -1.02 2.98 2.72
O -0.89 3.89 2.37
H 3.70 1.27 -5.81
H 2.96 2.60 -5.39
O 3.80 2.13 -5.39
H -3.52 0.20 1.31
H -3.29 1.21 0.14
O -3.80 0.44 0.43
H -1.77 2.16 4.07
H -2.22 2.00 2.50
O -1.86 1.58 3.29
H 0.13 0.55 -3.89
H -0.68 -0.55 -3.08
O 0.09 -0.37 -3.64
H 0.65 -0.72 -6.29
O 1.34 -0.11 -6.01
H -0.36 -1.03 0.37
O 0.21 -1.67 0.91
H 2.96 1.19 5.57
H 2.99 -0.28 5.16
O 2.91 0.61 4.81
H 4.75 3.61 3.40
H 3.99 2.36 3.88
O 4.74 2.94 4.09
H 0.82 -4.34 -0.02
H -0.49 -4.69 -0.99
O 0.41 -4.55 -0.86
H 3.40 -3.92 1.59
H 2.18 -4.54 2.10
O 2.85 -4.67 1.42
H 0.22 2.68 6.17
O -0.30 3.05 5.45
H 2.78 -2.28 2.83
H 3.12 -3.48 3.58
O 3.03 -2.53 3.73
H -1.90 3.16 -6.02
H -1.26 4.00 -5.06
O -1.11 3.14 -5.46
H 2.31 2.01 0.54
H 1.08 2.76 0.76
O 1.99 2.75 1.09
H 4.23 3.23 0.81
H 5.54 3.50 -0.28
O 5.11 3.48 0.57
H -3.35 -5.33 -0.48
H -2.12 -5.20 0.73
O -2.73 -4.87 0.08
H 1.92 1.33 -1.14
H 1.67 -0.24 -0.81
O 1.33 0.64 -0.89
H -4.25 -2.48 0.88
O -5.05 -2.06 1.22
H 5.93 1.32 0.33
H 6.47 0.20 -0.81
O 6.61 0.81 -0.11
H -3.13 2.21 -1.31
O -3.38 3.12 -1.37
H -1.50 -1.62 3.19
H -1.85 -1.57 1.69
O -2.16 -1.87 2.54
H -0.01 1.42 -0.83
H -0.91 2.62 -1.29
O -0.83 1.96 -0.61
H -3.44 -1.48 -1.11
H -4.79 -1.95 -1.52
O -3.91 -1.84 -1.87
H -1.04 0.20 -0.79
H -1.72 -0.90 -1.05
O -0.78 -0.67 -1.17
H 4.70 -1.27 0.42
H 5.36 -1.20 1.85
O 5.20 -1.75 1.08
H -0.61 -1.93 -4.76
H -0.52 -3.23 -4.07
O -0.13 -2.76 -4.83
H -1.31 -0.98 6.47
H -1.95 -2.00 5.53
O -1.86 -1.77 6.46
H -0.27 0.98 5.06
H 0.81 0.05 5.19
O -0.07 0.18 5.56
H 2.57 0.76 1.66
H 2.94 -0.65 1.60
O 3.21 0.18 1.22
H 1.73 -2.06 -0.59
H 2.63 -2.66 -1.84
O 2.53 -2.49 -0.91
H 1.08 -3.45 3.43
O 0.75 -3.90 4.19
H -2.81 -4.82 -4.00
H -2.41 -4.42 -2.67
O -2.42 -4.05 -3.56
H -5.00 -1.14 0.92
H 1.64 -0.56 -5.21
H -3.10 3.52 -2.20
H 0.00 -2.43 0.35
H -0.22 4.00 5.43
H 1.21 -3.74 5.00
O -4.82 -0.08 3.19
H -5.54 -0.28 3.77
H -4.48 -0.97 3.04
O -5.59 0.87 -1.98
H -5.94 1.70 -1.62
H -5.56 0.42 -1.12
O -2.54 -2.21 -5.89
H -1.84 -2.89 -5.92
H -2.81 -2.54 -5.01
O 0.90 3.55 -2.68
H 0.49 2.96 -3.33
H 0.29 4.31 -2.70
O -0.32 5.79 -1.42
H -0.99 5.18 -1.05
H -0.18 6.39 -0.68
O 3.10 2.64 -1.35
H 2.40 3.21 -1.74
H 3.49 2.27 -2.16
O -3.18 0.19 -3.35
H -4.14 0.06 -3.24
H -2.99 -0.20 -4.20
```

Mulliken population analysis, charges in e, atoms 1 to 99: atom 1 (H): 0.28, atom 2 (H): 0.46, atom 3 (O): -0.67, atom 4 (H): 0.32, atom 5 (H): 0.31, atom 6 (O): -0.62, atom 7 (H): 0.17, atom 8 (H): -0.07, atom 9 (O): -0.14, atom 10 (H): 0.24, atom 11 (H): 0.26, atom 12 (O): -0.69, atom 13 (H): 0.20, atom 14 (H): 0.09, atom 15 (O): -0.37, atom 16 (H): 0.27, atom 17 (O): -0.63, atom 18 (H): 0.22, atom 19 (O): 0.05, atom 20 (H): 0.28, atom 21 (H): 0.28, atom 22 (O): -0.57, atom 23 (H): 0.33, atom 24 (H): 0.27, atom 25 (O): -0.63, atom 26 (H): 0.25, atom 27 (H): 0.28, atom 28 (O): -0.54, atom 29 (H): 0.36, atom 30 (H): 0.28, atom 31 (O): -0.60, atom 32 (H): 0.25, atom 33 (O): -0.53, atom 34 (H): 0.06, atom 35 (H): 0.39, atom 36 (O): -0.60, atom 37 (H): 0.28, atom 38 (H): 0.28, atom 39 (O): -0.54, atom 40 (H): 0.05, atom 41 (H): 0.24, atom 42 (O): -0.68, atom 43 (H): 0.31, atom 44 (H): 0.29, atom 45 (O): -0.66, atom 46 (H): 0.27, atom 47 (H): 0.29, atom 48 (O): -0.56, atom 49 (H): 0.05, atom 50 (H): -0.17, atom 51 (O): 0.50, atom 52 (H): 0.30, atom 53 (O): -0.64, atom 54 (H): 0.37, atom 55 (H): 0.29, atom 56 (O): -0.62, atom 57 (H): 0.23, atom 58 (O): -0.61, atom 59 (H): 0.18, atom 60 (H): 0.23, atom 61 (O): -0.43, atom 62 (H): 0.30, atom 63 (H): 0.03, atom 64 (O): -0.02, atom 65 (H): -0.09, atom 66 (H): 0.42, atom 67 (O): -0.38, atom 68 (H): 0.47, atom 69 (H): -0.38, atom 70 (O): -0.10, atom 71 (H): 0.25, atom 72 (H): 0.32, atom 73 (O): -0.62, atom 74 (H): 0.33, atom 75 (H): 0.33, atom 76 (O): -0.66, atom 77 (H): 0.36, atom 78 (H): 0.30, atom 79 (O): -0.65, atom 80 (H): 0.39, atom 81 (H): 0.28, atom 82 (O): -0.57, atom 83 (H): 0.28, atom 84 (H): -0.16, atom 85 (O): -0.04, atom 86 (H): 0.04, atom 87 (H): 0.24, atom 88 (O): -0.47, atom 89 (H): 0.37, atom 90 (O): -0.61, atom 91 (H): 0.25, atom 92 (H): 0.17, atom 93 (O): -0.50, atom 94 (H): 0.41, atom 95 (H): 0.36, atom 96 (H): 0.29, atom 97 (H): 0.19, atom 98 (H): 0.26, atom 99 (H): 0.31

***

Record 2
H80O40 | the ωB97M-V functional and the def2-TZVPD basis

Properties
- HOMO level (eV) = -10.4
- LUMO level (eV) = -0.35
- total charge = 0

The geometry in XYZ format:
```
120
H80O40 the ωB97M-V functional and the def2-TZVPD basis
H 4.56 1.64 0.07
H 5.24 2.03 -1.25
O 5.21 1.90 -0.43
H 0.57 1.96 4.86
H 0.57 3.03 3.77
O 0.24 2.04 3.97
H 3.40 4.73 0.10
H 3.46 5.66 -1.24
O 3.99 5.25 -0.43
H -3.03 -4.66 1.91
H -1.58 -4.92 1.53
O -2.21 -4.35 2.03
H -2.67 -3.67 -3.24
H -3.70 -4.28 -2.31
O -3.66 -3.70 -3.11
H -3.13 5.67 -0.91
O -2.85 5.12 -0.30
H 1.71 4.99 4.37
O 1.71 4.32 3.59
H 0.96 -5.70 -2.42
H 0.70 -4.72 -3.68
O 0.28 -5.02 -2.83
H -0.13 3.01 1.22
H -0.91 4.55 1.60
O -0.15 3.97 1.77
H -3.10 -3.12 0.51
H -4.14 -2.84 -0.60
O -3.99 -3.29 0.17
H 4.52 0.31 3.77
H 3.17 0.51 3.16
O 4.01 0.63 3.05
H 1.28 1.97 -4.98
O 0.83 2.82 -4.76
H 2.74 2.73 -2.06
H 1.90 3.28 -3.37
O 2.26 2.46 -2.85
H 1.16 2.54 0.86
H 1.42 1.24 0.35
O 1.93 1.88 0.89
H 1.35 -2.36 1.05
H 1.86 -3.16 0.05
O 0.93 -3.03 0.43
H -3.35 1.56 5.48
H -1.79 1.82 5.29
O -2.43 1.59 5.91
H -0.53 -0.96 1.87
H -0.56 -0.66 3.31
O -0.51 -1.39 2.82
H -0.86 1.17 -0.45
H -1.94 1.78 0.07
O -1.03 2.06 -0.08
H 4.82 -0.30 1.99
O 5.42 -0.83 1.37
H 2.93 -0.92 5.69
H 2.06 0.38 5.87
O 2.97 0.12 5.59
H 0.57 -1.88 3.96
O 1.47 -1.87 4.10
H -3.33 3.34 3.28
H -2.78 4.46 2.45
O -2.65 4.03 3.28
H 0.28 -4.17 4.95
H 0.72 -4.22 3.49
O 1.09 -4.33 4.36
H -0.59 -2.46 -3.67
H -0.82 -0.83 -3.74
O -0.83 -1.65 -3.23
H 2.88 0.69 -5.99
H 3.18 0.19 -4.59
O 2.49 0.66 -5.18
H 2.93 -2.08 -2.94
H 2.84 -2.36 -4.54
O 3.25 -1.99 -3.80
H 3.32 -1.14 1.97
H 1.86 -1.08 1.74
O 2.70 -1.10 1.23
H -5.12 0.12 -0.65
H -6.47 -0.44 -1.14
O -5.98 -0.18 -0.44
H -4.55 1.11 -3.25
H -3.47 2.03 -3.66
O -4.43 1.99 -3.85
H -1.43 -4.84 -1.91
H -1.60 -5.77 -0.76
O -1.98 -5.00 -1.11
H 3.10 -1.74 -0.39
H 3.97 -2.82 -0.90
O 3.07 -2.34 -1.04
H -3.46 -0.04 0.09
O -3.32 0.46 -0.91
H -3.49 3.51 -3.30
H -3.70 3.43 -1.88
O -2.93 3.56 -2.53
H 5.73 -0.12 0.75
H -2.20 4.73 -0.53
H 2.00 -2.63 4.23
H 0.86 4.47 3.15
H -0.09 2.63 -4.62
H -2.77 -0.21 -1.32
O -0.31 -3.01 -5.07
H -1.32 -2.79 -5.32
H 0.43 -2.34 -5.36
O 1.39 -0.09 -0.89
H 1.74 0.02 -1.83
H 0.82 -0.80 -0.92
O -0.19 0.60 -3.50
H -0.33 0.72 -2.52
H 0.75 0.91 -3.28
O -1.62 1.88 2.48
H -1.61 2.80 2.95
H -1.26 1.40 3.24
O -1.83 -1.20 0.71
H -1.76 -2.17 0.59
H -2.39 -1.33 1.42
O 0.31 -0.73 -5.89
H 1.01 -0.18 -5.82
H -0.28 -0.40 -5.28
O -2.49 -1.94 4.51
H -1.88 -1.94 5.08
H -2.39 -2.67 3.97
```

Mulliken population analysis, charges in e, atoms 1 to 99: atom 1 (H): 0.28, atom 2 (H): 0.24, atom 3 (O): -0.59, atom 4 (H): 0.12, atom 5 (H): 0.19, atom 6 (O): -0.30, atom 7 (H): 0.33, atom 8 (H): 0.31, atom 9 (O): -0.65, atom 10 (H): 0.28, atom 11 (H): 0.21, atom 12 (O): -0.48, atom 13 (H): 0.29, atom 14 (H): 0.36, atom 15 (O): -0.69, atom 16 (H): 0.25, atom 17 (O): -0.48, atom 18 (H): 0.31, atom 19 (O): -0.61, atom 20 (H): 0.28, atom 21 (H): 0.27, atom 22 (O): -0.65, atom 23 (H): 0.37, atom 24 (H): 0.11, atom 25 (O): -0.49, atom 26 (H): 0.19, atom 27 (H): 0.26, atom 28 (O): -0.63, atom 29 (H): 0.26, atom 30 (H): 0.29, atom 31 (O): -0.61, atom 32 (H): 0.34, atom 33 (O): -0.74, atom 34 (H): 0.17, atom 35 (H): 0.33, atom 36 (O): -0.49, atom 37 (H): -0.06, atom 38 (H): 0.10, atom 39 (O): -0.26, atom 40 (H): 0.26, atom 41 (H): 0.32, atom 42 (O): -0.46, atom 43 (H): 0.31, atom 44 (H): 0.38, atom 45 (O): -0.65, atom 46 (H): -0.15, atom 47 (H): 0.49, atom 48 (O): -0.06, atom 49 (H): -0.17, atom 50 (H): 0.14, atom 51 (O): 0.20, atom 52 (H): 0.35, atom 53 (O): -0.66, atom 54 (H): 0.29, atom 55 (H): 0.28, atom 56 (O): -0.61, atom 57 (H): 0.05, atom 58 (O): -0.48, atom 59 (H): 0.36, atom 60 (H): 0.31, atom 61 (O): -0.75, atom 62 (H): 0.33, atom 63 (H): 0.32, atom 64 (O): -0.69, atom 65 (H): 0.27, atom 66 (H): 0.22, atom 67 (O): -0.19, atom 68 (H): 0.25, atom 69 (H): 0.23, atom 70 (O): -0.60, atom 71 (H): 0.37, atom 72 (H): 0.28, atom 73 (O): -0.61, atom 74 (H): 0.16, atom 75 (H): -0.11, atom 76 (O): -0.46, atom 77 (H): 0.45, atom 78 (H): 0.26, atom 79 (O): -0.62, atom 80 (H): 0.36, atom 81 (H): 0.36, atom 82 (O): -0.71, atom 83 (H): 0.35, atom 84 (H): 0.21, atom 85 (O): -0.51, atom 86 (H): 0.38, atom 87 (H): 0.28, atom 88 (O): -0.59, atom 89 (H): 0.35, atom 90 (O): -0.76, atom 91 (H): 0.31, atom 92 (H): 0.35, atom 93 (O): -0.66, atom 94 (H): 0.36, atom 95 (H): 0.22, atom 96 (H): 0.32, atom 97 (H): 0.41, atom 98 (H): 0.36, atom 99 (H): 0.26

***

It is found that the relative energy (zero: lowest compared OMol25 entry of this formula, charge and spin) values, taken in the order of the records, are 9.178 18.376 eV.